[1]
Below is a structure of composition C35H33FN3O3ReSb2Se4 in a non-equilibrium geometry, with properties calculated with wB97M-V/def2-TZVPD.

**LUMO energy (spin up / spin down)**: -12.2 / -12.2 eV
**Orbital gap (spin up / spin down)**: 5.3 / 5.3 eV
**Charge**: +4
**DFT total energy**: -326711.537 eV
**Multiplicity**: 1

Atoms and positions in Å:
1 Re 0.04978 0.73716 -1.66387
2 F 5.30591 -1.92073 1.78301
3 C 4.05257 -1.80946 2.23163
4 C 3.18808 -1.07401 1.47414
5 C 1.84040 -0.94286 1.84796
6 C 0.91759 -0.22130 1.01687
7 O 1.34386 0.25113 -0.10504
8 C -0.38654 -0.05924 1.54084
9 C -0.73285 -0.65386 2.74128
10 N 0.08737 -1.43251 3.43238
11 C -0.42753 -2.12133 4.59571
12 C -0.54339 -3.61880 4.55476
13 C -1.77764 -2.77230 4.52158
14 C 1.40719 -1.57556 3.04379
15 C 2.31349 -2.32377 3.79492
16 C 3.66053 -2.48338 3.42934
17 N 4.54317 -3.21169 4.16806
18 C 4.15936 -4.27426 5.07162
19 C 4.65963 -3.97794 6.48990
20 N 6.06368 -3.46246 6.44228
21 C 6.73749 -3.78712 5.16155
22 C 5.99565 -3.12431 3.99508
23 C -1.47059 0.75708 0.86855
24 O -2.45348 1.08669 1.47575
25 O -1.22423 1.01914 -0.37102
26 H 3.55251 -0.59710 0.57538
27 H -1.73280 -0.51013 3.13233
28 H -0.13171 -1.63611 5.51805
29 H -0.32791 -4.17545 5.45268
30 H -0.25106 -4.12403 3.64603
31 H -2.41190 -2.73721 5.39434
32 H -2.32834 -2.72299 3.59444
33 H 1.94837 -2.77103 4.70378
34 H 4.59336 -5.21242 4.70827
35 H 3.08043 -4.41289 5.08522
36 H 4.62159 -4.89410 7.07949
37 H 4.02605 -3.23352 6.97313
38 H 6.60415 -3.84298 7.22898
39 H 6.06338 -2.44153 6.54953
40 H 6.79026 -4.87173 5.05499
41 H 7.76349 -3.41219 5.18013
42 H 6.32577 -3.61617 3.07088
43 H 6.28749 -2.07058 3.93085
44 Se 3.90183 2.25751 -1.24692
45 Sb 2.66234 2.24632 -3.27704
46 Se -0.07153 2.92973 -2.54220
47 Se 1.07114 -0.34400 -3.29037
48 Se 2.41419 2.52454 -5.62864
49 C -3.37289 6.45760 -6.48265
50 C -4.12095 5.29173 -6.49530
51 C -3.78374 4.25474 -5.64200
52 C -2.70357 4.41697 -4.79315
53 C -1.93966 5.56772 -4.76119
54 C -2.29278 6.59862 -5.62505
55 Sb -2.46614 2.69483 -3.51029
56 C -4.02767 2.47369 -2.03879
57 C -4.31470 1.24644 -1.46797
58 C -5.38791 1.16762 -0.59612
59 C -6.13881 2.29629 -0.30926
60 C -5.83514 3.51424 -0.89997
61 C -4.76614 3.61431 -1.77503
62 C -1.93130 1.00877 -4.77098
63 C -1.25842 1.32637 -5.94337
64 C -0.96863 0.31536 -6.84757
65 C -1.34392 -0.98981 -6.56612
66 C -1.99440 -1.30152 -5.38175
67 C -2.29469 -0.29648 -4.47194
68 H -3.63539 7.26127 -7.15469
69 H -4.96539 5.17391 -7.15910
70 H -4.36064 3.34084 -5.64829
71 H -1.09375 5.68543 -4.08937
72 H -1.71872 7.51347 -5.61746
73 H -3.74184 0.35790 -1.70400
74 H -5.64966 0.22062 -0.15159
75 H -6.97496 2.21859 0.36572
76 H -6.42374 4.39039 -0.68301
77 H -4.52995 4.56421 -2.24389
78 H -0.97748 2.35066 -6.17419
79 H -0.47401 0.55906 -7.77641
80 H -1.14114 -1.77125 -7.27963
81 H -2.29654 -2.31792 -5.17394
82 H -2.83596 -0.54088 -3.56603


[2]
Below is a structure of composition C35H33N8O7PS2Sr in a non-equilibrium geometry, with properties calculated with wB97M-V/def2-TZVPD.

**LUMO energy**: 3.4 eV
**Orbital gap**: 5.5 eV
**Charge**: -2
**DFT total energy**: -94879.958 eV
**Multiplicity**: 1

Atoms and positions in Å:
1 Sr -0.85991 1.49773 -0.23862
2 C -2.77182 3.46380 1.11798
3 C -3.23062 2.14512 1.78621
4 N -2.82302 0.90687 1.12374
5 C -2.14459 -0.11933 1.91061
6 C -0.83734 0.31114 2.62892
7 N 0.26138 0.80793 1.78129
8 C 0.69465 2.21625 1.91453
9 C -0.41024 3.32234 2.03003
10 N -1.31894 3.56818 0.90166
11 H -3.25945 3.57127 0.14521
12 H -3.15805 4.25295 1.77981
13 H -2.86472 2.12452 2.81656
14 H -4.32123 2.19291 1.86285
15 H -3.52447 0.55271 0.46584
16 H -2.77846 -0.53585 2.70992
17 H -1.91929 -0.95090 1.23369
18 H -1.08063 1.06866 3.37864
19 H -0.49268 -0.55991 3.19207
20 H 1.04444 0.17316 1.74230
21 H 1.29071 2.36582 2.82344
22 H 1.34348 2.45925 1.06078
23 H -1.00231 3.12321 2.92589
24 H 0.15423 4.23251 2.23389
25 H -1.02639 4.36415 0.35029
26 N -1.13560 -1.35091 -2.25908
27 C -1.46385 -2.59298 -1.85327
28 C -2.61596 -3.21025 -2.40678
29 C -2.92650 -4.51529 -2.12362
30 C -2.12613 -5.28645 -1.26982
31 C -1.05117 -4.67652 -0.65989
32 C -0.72978 -3.33386 -0.88800
33 P 0.50851 -2.47101 0.11905
34 C 0.06938 -2.95387 1.83981
35 C -1.22566 -3.29100 2.23100
36 C -1.55390 -3.42109 3.57572
37 C -0.59481 -3.22424 4.55757
38 C 0.70262 -2.89102 4.18340
39 C 1.02466 -2.75096 2.84319
40 C 2.03885 -3.43932 -0.17752
41 C 2.42014 -4.58237 0.52239
42 C 3.58631 -5.25645 0.18789
43 C 4.38031 -4.79805 -0.85514
44 C 4.00515 -3.66169 -1.55844
45 C 2.84531 -2.97816 -1.22054
46 H -1.81404 -0.75754 -2.72395
47 H -0.27211 -0.88516 -1.98848
48 H -3.23589 -2.61803 -3.06832
49 H -3.80678 -4.95582 -2.57863
50 H -2.36082 -6.32484 -1.07322
51 H -0.44778 -5.24069 0.04499
52 H -1.98682 -3.44432 1.47535
53 H -2.56960 -3.67711 3.85294
54 H -0.85303 -3.32667 5.60440
55 H 1.46320 -2.73284 4.93875
56 H 2.03688 -2.47669 2.56342
57 H 1.80605 -4.95011 1.33657
58 H 3.87269 -6.14372 0.74082
59 H 5.29130 -5.32403 -1.11548
60 H 4.61943 -3.29043 -2.36926
61 H 2.57309 -2.07927 -1.77002
62 O 2.36792 0.00437 -3.10796
63 C 1.88304 0.77950 -2.27861
64 O 0.94305 0.50506 -1.46405
65 C 2.50810 2.16371 -2.14625
66 C 3.79186 2.31770 -2.58181
67 C 4.48657 3.52794 -2.40668
68 C 3.90129 4.58638 -1.74733
69 C 2.60882 4.44899 -1.28647
70 C 1.79128 3.27621 -1.53889
71 O 0.57047 3.25517 -1.28819
72 N 2.09093 5.55036 -0.50009
73 O 1.20553 5.33307 0.31770
74 O 2.57367 6.66295 -0.66345
75 N 5.84828 3.65468 -2.86096
76 O 6.43963 4.71112 -2.66191
77 O 6.37590 2.69100 -3.39827
78 H 4.27116 1.47874 -3.06607
79 H 4.44753 5.49977 -1.57192
80 S -1.96017 1.74815 -3.07767
81 C -3.53720 1.71549 -2.38115
82 S -4.18914 0.23803 -1.72365
83 C -4.29829 2.89262 -2.27805
84 C -5.55772 2.92823 -1.61402
85 N -6.57334 3.03531 -1.07081
86 C -3.85608 4.14994 -2.77963
87 N -3.57148 5.20373 -3.15916


Among the records above, which one has the highest DFT total energy? C35H33N8O7PS2Sr


Which of these has the highest DFT total energy? C35H33N8O7PS2Sr